{
  "formula": "C40H114N20O6P6",
  "method": "ωB97M-V/def2-TZVPD",
  "largest_force_ha_per_bohr": 0.0472,
  "homo_lumo_gap_ev": 8.50,
  "energy_ha": -5187.36842,
  "multiplicity": 1,
  "charge": 0,
  "de_lowest_kcal_mol": 58.88,
  "lumo_energy_ev": 0.49,
  "homo_ev": -8.010,
  "symbols": ["H", "C", "C", "H", "H", "H", "H", "H", "N", "N", "C", "C", "O", "H", "C", "H", "H", "H", "H", "H", "H", "P", "H", "N", "H", "H", "H", "C", "H", "H", "H", "H", "H", "H", "H", "C", "H", "C", "O", "C", "H", "P", "C", "C", "H", "N", "N", "N", "H", "H", "N", "N", "N", "H", "H", "H", "H", "P", "H", "H", "H", "H", "H", "H", "C", "N", "H", "H", "N", "C", "H", "H", "C", "H", "H", "H", "N", "C", "O", "H", "H", "C", "H", "C", "H", "H", "H", "C", "H", "H", "H", "N", "H", "H", "H", "C", "H", "C", "H", "H", "H", "H", "H", "N", "H", "N", "C", "P", "H", "H", "O", "H", "C", "N", "H", "H", "C", "H", "H", "H", "H", "H", "H", "C", "H", "H", "H", "C", "H", "C", "C", "P", "H", "H", "H", "H", "C", "N", "C", "P", "N", "H", "H", "N", "H", "O", "H", "H", "H", "H", "C", "H", "N", "H", "H", "H", "C", "H", "H", "O", "H", "H", "C", "C", "H", "H", "H", "H", "C", "H", "H", "C", "C", "H", "H", "H", "H", "C", "H", "C", "H", "H", "H", "C", "C", "H"],
  "xyz": [[-0.7899, -7.9470, -1.2578], [-1.2713, 1.1267, 3.8018], [-1.2194, -3.1987, -0.1612], [-5.2116, 7.0525, -1.8891], [3.3048, -5.6787, 6.0038], [-4.2422, 0.8443, -8.3778], [0.2686, 4.5100, -1.5488], [-2.8615, -0.7171, -5.1042], [-0.7975, -1.7894, 0.1780], [1.5859, -0.5098, 0.2746], [-1.6286, 2.8808, 0.6120], [3.1900, -6.7077, -1.9051], [-4.7494, 3.3857, -5.1556], [-1.6682, 1.8051, 0.4486], [1.8963, -9.6452, -5.0358], [4.0292, -1.2702, 6.5379], [-6.7596, -0.6903, -4.0039], [3.5844, -5.8368, -1.3855], [3.6274, -7.9010, -6.0725], [0.8252, -4.3304, 3.4103], [2.1297, -1.7554, 8.9852], [0.3558, -1.0522, -0.7548], [3.8621, 2.3526, 3.8069], [2.9565, 5.7009, 2.8079], [-7.3317, 3.0530, -7.7736], [4.7748, 3.0192, 2.4469], [0.7208, 1.0028, 4.2654], [4.7645, 2.8977, 3.5388], [1.3424, 0.0292, 2.2124], [-4.6843, 5.2585, -3.3055], [-1.7981, -0.3435, -2.6614], [4.3970, 6.6721, 1.5187], [-1.5572, -2.4517, 4.7510], [-1.3618, 1.6664, -6.0062], [-4.2345, -0.6498, -6.3263], [5.9346, 5.0021, 3.8799], [1.5250, -10.7176, -1.9963], [1.8443, -9.6850, -1.8234], [-3.2457, 5.6709, 1.1108], [4.1266, -1.7434, -3.9023], [5.6767, 2.3321, 3.7281], [1.0682, -7.5904, -3.4806], [-3.8866, 2.7856, -0.4275], [-4.9390, 1.6825, -8.4037], [0.3429, 6.9770, -0.1815], [-1.1849, 5.6957, -0.6927], [5.0114, -2.4622, -4.0346], [-5.7626, 1.0119, -4.5667], [2.1927, -4.9272, 7.2077], [-1.2130, -9.0787, -2.5628], [-2.6469, 3.4925, -0.2499], [-0.3326, 0.3880, -1.3154], [-0.2036, -2.9438, 6.1867], [2.2137, 1.2967, 1.1355], [0.8662, -9.8823, -4.7639], [-2.5519, -0.5199, -6.7890], [-4.3142, 2.3741, 0.4941], [-2.7485, 5.1928, -0.1920], [-0.4124, -3.8925, 0.0589], [1.5160, 5.5308, 1.2204], [2.7980, -4.4681, -2.9101], [-4.9260, 1.9832, -2.9448], [-4.6152, 3.4664, -0.8669], [1.6650, -5.1036, -4.2252], [-7.0590, 2.1453, -7.2268], [-2.2864, 0.6274, 3.6626], [-0.0267, 2.4748, -1.6875], [4.1686, -2.5006, 7.8648], [-3.4262, 1.1702, -5.8217], [1.7462, -4.7150, 3.8527], [2.1233, -7.1297, -6.2471], [4.0402, 6.5781, 7.3807], [-3.7238, 5.1623, -2.7969], [1.6023, -6.1612, 6.0025], [2.7381, 7.9782, 6.0804], [-3.0288, 5.7284, -3.4386], [1.9045, -4.3095, 5.2452], [-3.2723, -0.2569, -6.0084], [-0.1751, -7.1086, -4.1340], [-1.4603, -4.6128, 6.3965], [3.1851, -1.4764, -0.7294], [1.5955, -1.5311, 8.0609], [-4.3284, 2.5506, -8.6647], [-0.7404, -4.0205, 6.9740], [-2.3620, 2.9439, -5.6279], [-2.0337, -1.8046, 6.3175], [4.0128, -2.9701, 6.2322], [-1.6744, 0.3815, -1.8490], [-0.9231, -1.3001, 2.2334], [-3.7518, 1.9212, -1.0809], [0.0306, -4.6855, 7.3523], [-5.6523, 1.8346, -7.1294], [-0.6246, 3.2229, 0.3624], [0.5595, -1.7771, 8.2923], [-0.5092, -9.6554, -0.9684], [3.6587, -2.2155, 6.9430], [2.5648, -4.2968, 3.2614], [-2.2577, 1.8823, -5.4053], [-1.0773, 7.8430, -0.8228], [2.9673, 7.6279, 2.1753], [-1.9394, 1.6231, -4.3882], [-1.1885, 4.6418, -2.5233], [2.9318, -7.4413, -1.1368], [4.7273, 4.2146, 4.1884], [-3.5613, 7.7760, -1.8195], [-3.7810, 5.6846, -1.4679], [2.2977, 4.9513, 1.7127], [3.2082, 4.9155, 4.3010], [-5.7787, 0.4067, -2.4994], [-4.5406, 7.3042, -0.3415], [1.6345, -1.8351, 4.4653], [3.1027, 0.1252, -4.2387], [-1.4689, -1.1801, 1.2909], [3.4277, 6.1499, 5.4041], [3.9715, -7.1734, -2.5180], [1.3849, 1.4770, -1.2651], [0.4567, 1.5088, -1.8365], [-6.1520, -0.7725, -5.7125], [-0.0295, 6.0226, -2.4100], [-0.1103, 2.3590, 5.0097], [6.1168, 5.8792, 4.5004], [-6.6524, 1.7977, -2.7956], [2.7593, -2.1775, 0.8374], [-0.5135, 5.2021, -1.8805], [2.9468, 5.1317, 7.1904], [1.6004, -0.4701, 7.8010], [1.7429, 4.1551, 2.2138], [-6.5962, -0.1556, -4.9357], [-1.8448, 3.1129, 1.6583], [-1.1789, -1.9788, 5.6643], [2.8671, -1.2412, 0.2839], [1.3937, -2.7620, 5.5918], [4.6639, 5.1126, 6.7718], [1.9671, -9.6894, -6.1220], [-7.5630, 0.1896, -5.3113], [1.7685, -5.7979, 3.7351], [2.9947, -0.8195, -3.7177], [0.8256, -8.7864, -2.3346], [3.7599, 5.7235, 6.7655], [-4.8951, 1.9938, -5.6137], [2.1735, -8.3035, -4.5224], [0.5133, 1.1162, 1.0574], [-7.5635, 1.3413, -7.7755], [2.0012, -6.4081, -2.6612], [0.3584, 2.3879, 3.2197], [0.8634, -1.8379, -1.8873], [1.1313, -4.5297, -2.5267], [2.0006, -9.5262, -0.7537], [-1.0459, 7.1205, 0.8362], [-2.1384, 1.3480, -2.0287], [1.8805, -4.9959, -3.1664], [2.4582, 7.7778, 4.4001], [2.2215, -2.3452, 7.0125], [4.2580, 7.2538, 3.2360], [-3.3192, 4.1519, -2.8443], [0.5832, 1.4099, -2.9192], [2.2872, -5.3324, 6.2042], [-7.5001, 2.1945, -6.2312], [-2.1119, -3.4713, 0.3974], [2.1286, 3.9588, 4.6180], [5.9427, 5.3302, 2.8386], [3.1226, 4.5608, 1.1172], [3.7349, 6.8714, 2.3592], [-4.2519, 7.0639, -1.3627], [2.1295, -1.4342, -3.9655], [6.8063, 4.3754, 4.0729], [2.8088, -9.5972, -2.3202], [-2.4403, -1.6505, 1.4417], [2.8506, -7.4179, -5.4781], [-5.6484, 1.5367, -9.2166], [3.2669, -6.5265, -5.0144], [0.0195, 1.8184, 4.0768], [-5.7411, 1.2886, -3.1419], [3.6345, -0.6609, 0.7947], [-1.3107, -3.6040, 7.8100], [-0.6913, -1.0560, 5.3610], [-1.5129, -3.1224, -1.2067], [-0.7511, 7.0023, -0.2059], [2.5862, -10.3377, -4.5508], [-0.5255, -8.8897, -1.7407], [2.9067, -0.6945, -2.6398], [-1.6009, -0.1109, 1.1214], [-2.3062, -0.0502, -1.0607], [2.4306, 7.2361, 5.3437], [1.4252, 0.5494, 1.2564], [1.4289, 6.8361, 5.5089]],
  "forces_ev_per_angstrom": [[-0.1579, 0.0078, -0.0077], [1.4017, 1.2221, 0.2562], [0.2753, 1.7358, -0.2933], [0.1261, 0.4688, -0.3288], [0.0787, 0.0101, 0.2245], [-0.1605, -0.1378, 0.0260], [0.2069, 0.0356, -0.2886], [-0.4812, -0.2451, 0.1530], [-0.3509, -1.4409, -0.9815], [0.0187, -0.0163, -1.6891], [-0.6492, 0.1309, -0.0628], [-0.2351, -1.1791, 0.1979], [0.2842, -0.2392, 0.3454], [0.0567, 0.0190, 0.1082], [-0.4280, 0.4731, 0.5765], [-0.1546, 0.2636, 0.3562], [-0.0066, -0.4284, -0.2447], [-0.1050, 0.1445, -0.1957], [0.2313, -0.3736, 0.5807], [-0.1041, -0.0688, 0.1110], [0.2098, 0.4774, 0.0315], [0.2370, 1.9101, 0.6952], [0.1850, -0.2115, 0.0931], [-0.1867, -0.1342, 0.3543], [0.4663, 0.2794, 0.1660], [-0.1808, 0.0151, -0.1475], [0.2780, 0.1643, -0.0096], [-0.3473, 0.5289, -0.5845], [0.3546, 0.7925, 0.4876], [-0.1108, -0.4422, 0.1787], [0.0559, 0.4997, -0.5206], [-0.0332, 0.0485, -0.0644], [-0.5046, 0.4837, -0.1346], [-0.2545, -0.6017, -0.2787], [0.0967, -0.4077, 0.3075], [-0.1606, -0.2333, 0.1632], [-0.0056, -0.1104, 0.2260], [-0.2883, -0.3042, -0.0860], [0.6422, 0.7044, -0.1938], [0.0942, 0.6830, -0.2173], [-0.0590, 0.0850, 0.6247], [1.3359, 0.0612, 0.9562], [-0.4976, -0.5247, 0.1517], [0.4286, 0.1742, 0.4860], [0.0522, 0.2878, -0.1400], [-1.3477, 0.2342, 1.3671], [0.0216, -0.1349, 0.0235], [-0.5606, -0.6308, -0.3340], [0.1014, -0.2562, 0.0675], [-0.3892, -0.2197, 0.3825], [0.7663, 1.5646, -0.8661], [-0.2512, 1.1847, 0.4650], [1.2635, 1.7452, -0.8817], [0.3532, -0.2336, 0.5483], [0.0831, -0.4254, -0.0856], [0.0212, 0.4072, -0.2044], [0.1013, 0.2791, 0.2247], [0.1525, -0.7682, -1.6629], [-0.0852, -0.2214, -0.3315], [0.4611, 0.2708, -0.4304], [0.2128, -0.0375, -0.6492], [0.0908, -0.3197, 0.3409], [-0.0669, -0.1811, -0.0152], [-0.1824, 1.0351, -0.0085], [-0.5956, -0.4165, -0.2032], [-0.9696, -0.5489, -0.1944], [-0.2443, -0.2068, 0.3056], [-0.2670, 0.4016, 0.2949], [-0.3385, 1.1851, -0.5008], [0.4798, 0.3656, -0.2890], [-0.0269, 0.4311, 0.0329], [-0.4744, 0.1689, -0.0140], [0.7500, 0.4134, -1.0047], [0.1241, -0.2873, 0.6596], [-0.3735, -0.1149, 0.2740], [0.0339, 0.2086, 0.0349], [0.0643, 0.7158, -0.0498], [-0.1220, 0.2953, 0.0197], [0.5877, 0.0806, 0.7776], [0.0799, -0.1367, -0.0845], [0.0455, -0.0054, 0.0390], [0.0292, -0.3041, -0.0844], [-0.1330, 0.2119, 0.0734], [-0.2246, 0.0048, -0.2123], [-0.3003, 0.0855, 0.8320], [0.2566, 0.0832, 0.3118], [-0.0028, 0.0635, -0.1010], [-0.9371, -1.8818, 1.2140], [0.0522, 0.0384, -0.0140], [-0.0434, 0.1188, -0.0883], [0.0214, 0.0707, 0.0235], [0.5128, -0.3476, 0.7576], [-0.0514, 0.1456, -0.0480], [-0.0064, -0.3347, -0.5048], [-0.1677, -0.2130, -0.2187], [0.5047, -0.9059, -0.9700], [-0.0086, -0.1291, -0.1562], [1.4676, 0.2787, -0.5494], [-0.0863, 0.0397, 0.0166], [0.3776, 0.2876, -0.7947], [-0.2502, 0.4894, 0.1683], [0.0573, 0.1490, -0.1428], [0.1664, 0.0527, 0.1078], [0.7212, -0.3596, 0.7379], [-0.0418, 0.1854, 0.0981], [0.4254, -0.5782, 2.1100], [0.2504, 0.0011, 1.9287], [0.5084, 0.8554, -1.1843], [0.8775, -0.3109, -0.3328], [0.5760, 0.0877, 0.1098], [-0.8245, -0.1103, -0.0232], [-0.0482, -0.1350, -0.1642], [0.2980, 0.3348, 0.6007], [0.2465, 0.3816, -0.6820], [0.1981, 0.2090, -0.0214], [0.3202, 0.3297, -0.5409], [0.1604, -0.9513, 0.4048], [0.0899, -0.1278, 0.1808], [-0.2038, 0.0000, -0.2031], [0.2322, 0.4820, -0.2740], [-0.6631, 0.0219, 0.1679], [-0.0566, 0.3243, -0.3192], [0.1369, -0.1047, 0.0147], [0.1019, -0.4445, 0.6682], [-0.0137, 0.1763, 0.3408], [0.2960, 0.1390, 0.2624], [0.2079, -0.3078, -0.2780], [0.0518, 1.3255, -0.0334], [0.1264, -0.1769, 0.1301], [0.1237, -1.0745, -0.9045], [-0.7662, -0.1032, 0.2711], [-0.3284, -0.9044, 2.2043], [-0.1385, -0.2164, -0.2906], [0.1360, 0.0094, 0.0112], [-0.1429, -0.2042, 0.0546], [-0.0777, -0.0271, 0.2450], [0.4044, -1.3730, 0.6000], [-0.1306, 0.2726, -0.4924], [0.3936, -0.2588, -0.2192], [-0.0308, -1.5957, -1.3107], [0.7884, 0.1891, -0.1120], [-0.1796, -0.2922, 0.0599], [-0.0841, -0.1001, 0.1269], [-1.1655, 0.6852, -1.3111], [-0.0756, 0.3328, 0.2238], [0.2008, -1.1465, 0.1560], [-0.4101, 0.3802, -0.7878], [0.0297, -0.1054, 0.0733], [-0.3311, 0.1714, -0.1314], [0.6794, 0.2208, -0.3756], [-0.0351, -1.4638, 1.3582], [-0.0474, -0.3370, -0.1428], [-0.8569, -0.3211, 0.0058], [0.4849, -0.0626, -0.2752], [-0.5281, -0.1765, 0.1872], [0.4715, -0.0658, -0.0140], [-0.3653, 0.1634, -0.9311], [0.0044, 0.1284, -0.0453], [0.0941, 0.1552, 0.2309], [0.2309, -0.2158, -0.2968], [0.1334, -0.0774, -0.1536], [-0.5628, -0.1313, -0.7801], [-1.3557, -0.2627, 1.5000], [-1.0016, -0.9246, -0.2593], [-0.3339, 0.5940, -0.2737], [-0.0375, -0.1911, -0.2389], [-0.1273, 0.3934, -0.1208], [-0.1041, 0.2099, -0.1128], [-0.7398, -0.0413, -0.5255], [-0.1353, -0.1245, 0.1345], [-0.0308, -0.0690, 0.1319], [-0.8922, -1.5513, 0.1569], [-0.7206, 1.0622, 0.0892], [-0.0599, 0.1935, -0.1046], [0.1422, -0.0511, 0.1855], [-0.0966, 0.0488, 0.2163], [0.2866, -0.8869, -0.1471], [0.7057, -0.7021, 0.3081], [-0.0832, -0.3249, -0.3386], [0.9234, 0.5268, -0.4425], [-0.1041, 0.4199, -0.0802], [-0.1240, -0.0738, 0.1040], [-0.2111, 0.0140, -0.0765], [0.4971, -0.1660, 0.1368], [-0.5327, -0.5953, -0.4354], [-0.1443, 0.3473, 0.2041]],
  "mulliken_charge": [0.258, 0.195, -1.021, 0.424, 0.302, 0.278, 0.172, 0.077, 0.535, 0.956, -0.297, -0.936, -0.799, -0.536, -1.146, 0.294, 0.332, 0.408, 0.407, 0.290, 0.371, -0.759, 0.255, 0.673, 0.334, 0.299, 0.027, -0.944, 0.193, 0.453, 0.243, 0.285, 0.330, 0.454, 0.342, -1.035, 0.370, -1.286, -0.903, 0.125, 0.355, 0.243, -1.055, -0.953, 0.546, 0.658, -0.477, 0.415, 0.442, 0.320, 1.264, 0.814, 0.612, 0.697, 0.359, 0.348, 0.288, 0.221, 0.271, -0.002, 0.357, -0.297, 0.483, 0.421, -1.165, -0.587, -0.220, 0.355, 0.623, -1.047, 0.394, 0.422, -0.758, 0.424, 0.421, 0.310, 0.378, -0.915, -0.897, 0.307, 0.093, -0.899, 0.277, -1.023, 0.318, 0.333, 0.300, -0.376, -0.143, -0.002, 0.297, 0.320, -0.087, 0.242, 0.437, -1.054, 0.260, -1.172, 0.202, 0.335, 0.204, 0.052, 0.247, 0.295, 0.327, 0.423, 0.005, -0.013, 0.460, 0.328, -0.667, 0.451, -0.103, 0.202, 0.295, 0.368, -0.789, 0.275, 0.503, 0.755, 0.287, 0.374, 0.291, -0.801, 0.283, 0.236, -0.451, -0.910, 0.307, -0.843, -0.917, -0.081, 0.299, 0.449, 0.285, 0.388, 0.152, 0.283, -1.018, -0.080, 0.252, -0.576, 0.409, 0.369, -0.930, -0.557, 0.351, 0.444, 0.357, -0.614, -1.216, 0.237, 0.281, 0.500, -0.234, 0.345, -1.243, 0.355, 0.344, -0.623, 0.260, 0.257, -1.402, -1.233, 0.111, 0.452, 0.434, 0.607, -1.111, 0.392, 0.286, 0.677, -0.617, 0.315, 0.355, -0.033, 0.361, -1.352, 0.260, -1.116, -0.326, -0.397, 0.398, -0.956, -0.377, 0.295]
}